Record 1
{
  "formula": "C3H8N4",
  "method": "ωB97M-V/def2-TZVPD",
  "elements": ["C", "C", "N", "N", "N", "N", "C", "H", "H", "H", "H", "H", "H", "H", "H"],
  "positions_angstrom": [[-0.5043, -1.6034, -1.0329], [0.1130, -0.7364, 0.0472], [1.7368, -0.6683, -0.2908], [1.9705, 0.4809, -0.5824], [1.0574, 1.3878, -0.4154], [-0.3190, 0.6112, 0.0241], [-0.6962, 1.1608, 1.3173], [-0.4279, -1.1062, -1.9978], [0.0159, -2.5579, -1.0862], [-1.5582, -1.7800, -0.8170], [0.0830, -1.2041, 1.0387], [0.9653, 2.0952, -1.1342], [-1.6555, 0.7270, 1.6018], [-0.8205, 2.2380, 1.2217], [0.0397, 0.9554, 2.1059]],
  "forces_ev_per_angstrom": [[0.13, 0.07, 0.23], [1.88, -0.42, -0.49], [-2.11, -0.88, 0.51], [1.65, 0.35, -0.71], [-2.85, -0.52, 1.54], [1.40, 1.53, -0.83], [0.22, 0.05, 0.09], [0.01, 0.04, -0.04], [-0.01, -0.07, -0.01], [-0.02, -0.01, -0.01], [-0.17, 0.19, -0.09], [-0.09, -0.32, -0.20], [0.01, 0.01, 0.00], [-0.03, -0.03, 0.05], [-0.03, 0.02, -0.04]],
  "gap_ev": 10.2,
  "molar_mass_g_mol": 100.125,
  "lumo_ha": 0.0417
}

---

Record 2
{
  "formula": "C3H8N4",
  "method": "ωB97M-V/def2-TZVPD",
  "elements": ["C", "C", "C", "N", "N", "N", "N", "H", "H", "H", "H", "H", "H", "H", "H"],
  "positions_angstrom": [[3.6999, 3.4840, 10.8874], [-1.2034, -1.2791, -4.1454], [0.2706, -1.2719, -4.3385], [-1.6367, -0.4410, -3.2278], [2.8491, 4.2220, 11.0056], [-1.9858, -2.0177, -4.8818], [-2.8417, -1.3595, -2.1887], [4.4876, 2.7636, 10.7657], [0.5349, -0.4872, -5.0515], [0.7863, -1.0350, -3.4091], [0.6099, -2.2351, -4.7156], [-1.6350, -2.6103, -5.6268], [-2.9887, -2.0017, -4.7174], [2.1099, 4.9042, 11.1415], [-3.0568, -0.6353, -1.4976]],
  "forces_ev_per_angstrom": [[-0.69, 0.47, 0.06], [0.81, -1.56, -1.22], [0.35, -0.09, -0.12], [-4.10, -0.75, 4.13], [0.51, -0.32, 0.01], [-0.35, 0.21, 0.26], [3.06, 1.50, -3.13], [0.23, -0.14, -0.01], [-0.08, 0.00, -0.06], [-0.11, -0.04, 0.03], [0.02, 0.02, -0.03], [0.06, 0.16, 0.08], [0.10, -0.07, -0.07], [-0.04, 0.01, -0.02], [0.21, 0.60, 0.07]],
  "gap_ev": [10.1, 8.9],
  "molar_mass_g_mol": 100.125,
  "lumo_ha": [-0.2693, -0.3135],
  "charge": 2
}

---

Record 3
{
  "formula": "C3H8N4O",
  "method": "ωB97M-V/def2-TZVPD",
  "elements": ["C", "C", "C", "H", "H", "H", "H", "H", "H", "H", "H", "N", "N", "N", "N", "O"],
  "positions_angstrom": [[-0.7583, -0.3165, -0.2677], [2.0178, 0.1996, -0.3679], [1.3124, -0.9208, 0.3966], [-3.0368, 0.8881, 0.8012], [-2.6651, 0.9854, -0.8948], [-2.2764, -1.4755, -0.3833], [1.3471, 1.8013, 0.7613], [3.0759, 0.4951, -0.0628], [2.0338, -0.0133, -1.3821], [0.7452, -0.4325, 1.4308], [2.3122, -1.8148, 0.7204], [-3.0308, 0.3635, -0.1605], [-2.0468, -0.7026, 0.1349], [-0.3555, 0.9092, -0.1036], [1.0197, 1.3451, -0.1113], [0.3056, -1.3113, -0.5112]],
  "forces_ev_per_angstrom": [[4.46, 1.95, 0.89], [-0.70, 1.96, 3.39], [3.19, -0.79, 2.68], [-0.08, -0.82, -2.81], [0.12, -0.23, 0.71], [-1.13, -2.50, -1.34], [-1.45, -0.38, -0.61], [-1.55, -0.27, 0.02], [-0.02, -0.53, -1.92], [2.12, -1.87, -2.63], [-3.81, 2.12, -1.08], [0.38, 0.04, 3.03], [0.92, 2.85, -0.92], [-0.28, -0.34, 0.83], [0.89, -1.11, -1.56], [-3.08, -0.08, 1.32]],
  "gap_ev": 9.4,
  "molar_mass_g_mol": 116.124,
  "lumo_ha": 0.0352
}

---

Number 1: E_tot -338.02394 Eh. Number 2: E_tot -337.30316 Eh. Number 3: E_tot -413.18552 Eh.